No. 1
Here is a structure of composition C33H30N4V from OMol25. Energies are from the ωB97M-V functional and the def2-TZVPD basis.

The charge is +1. Its spin multiplicity is 3. The gap between HOMO and LUMO (alpha / beta) is 7.91 / 8.11 eV. The value obtained for the highest occupied orbital energy (alpha / beta) is -10.89 / -10.98 eV. For the energy above the lowest of the compared OMol25 structures with the same formula, charge and spin, the calculation gives 0.2 kcal/mol.

Positions of all 68 atoms, in Å:
V (-0.391, 0.269, 0.061)
C (2.811, 4.956, -1.373)
C (2.746, 5.515, 0.021)
C (3.750, 6.342, 0.515)
C (3.684, 6.875, 1.794)
C (2.605, 6.587, 2.616)
C (1.599, 5.755, 2.151)
C (1.672, 5.231, 0.868)
N (0.628, 4.357, 0.415)
C (0.714, 3.009, 0.469)
N (1.867, 2.502, 0.929)
C (2.303, 1.156, 1.061)
C (1.502, 0.071, 0.709)
C (2.049, -1.210, 0.866)
C (3.326, -1.396, 1.360)
C (4.088, -0.288, 1.714)
C (3.602, 1.000, 1.574)
C (4.447, 2.187, 1.956)
N (-0.301, 2.246, 0.088)
C (-1.510, 2.869, -0.372)
C (-2.550, 3.063, 0.533)
C (-3.750, 3.613, 0.111)
C (-3.905, 3.965, -1.221)
C (-2.868, 3.766, -2.120)
C (-1.655, 3.215, -1.720)
C (-0.538, 2.991, -2.699)
H (3.713, 5.293, -1.878)
H (1.951, 5.276, -1.963)
H (2.817, 3.863, -1.369)
H (4.594, 6.579, -0.122)
H (4.477, 7.520, 2.147)
H (2.547, 7.003, 3.613)
H (0.751, 5.506, 2.777)
H (-0.275, 4.741, 0.176)
H (2.532, 3.201, 1.228)
H (1.461, -2.080, 0.590)
H (3.732, -2.392, 1.474)
H (5.088, -0.428, 2.105)
H (5.415, 1.859, 2.330)
H (3.981, 2.786, 2.744)
H (4.638, 2.847, 1.103)
H (-2.403, 2.781, 1.570)
H (-4.555, 3.764, 0.817)
H (-4.838, 4.393, -1.563)
H (-3.000, 4.039, -3.160)
H (-0.830, 3.316, -3.696)
H (-0.272, 1.934, -2.752)
H (0.362, 3.539, -2.413)
C (-3.107, -1.709, 2.848)
C (-3.702, -2.640, 2.005)
C (-3.324, -2.708, 0.678)
C (-2.352, -1.842, 0.188)
N (-1.792, -0.934, 1.022)
C (-2.155, -0.875, 2.310)
C (-1.850, -1.840, -1.210)
C (-2.295, -2.779, -2.138)
C (-1.789, -2.773, -3.427)
C (-0.828, -1.840, -3.790)
C (-0.380, -0.910, -2.861)
C (-0.880, -0.878, -1.561)
H (-3.373, -1.634, 3.892)
H (-4.457, -3.315, 2.385)
H (-3.783, -3.433, 0.024)
H (-1.649, -0.133, 2.914)
H (-3.032, -3.526, -1.873)
H (-2.137, -3.503, -4.145)
H (-0.423, -1.844, -4.794)
H (0.389, -0.206, -3.163)

No. 2
Here is a cluster of 2 separate species, C33H30O7 in total from OMol25. Energies are from the ωB97M-V functional and the def2-TZVPD basis.

The charge is 0. The gap between HOMO and LUMO is 3.13 eV. The value obtained for the highest occupied orbital energy is -5.76 eV.

Positions of all 70 atoms, in Å:
C (-5.601, 0.206, 2.881)
O (-4.760, 1.374, 2.769)
C (-3.409, 1.210, 2.769)
C (-2.604, 2.376, 2.834)
C (-1.237, 2.307, 2.635)
C (-0.562, 1.080, 2.328)
C (0.827, 1.008, 1.982)
C (1.525, -0.261, 2.073)
O (1.039, -1.363, 1.853)
O (2.867, -0.257, 2.360)
C (3.473, 0.907, 2.960)
C (3.208, 0.964, 4.463)
C (4.976, 0.819, 2.684)
O (2.986, 2.082, 2.283)
C (1.652, 2.210, 1.974)
O (1.260, 3.318, 1.662)
C (-1.387, -0.086, 2.447)
C (-2.764, -0.037, 2.624)
H (-6.608, 0.609, 3.053)
H (-5.584, -0.378, 1.944)
H (-5.305, -0.436, 3.726)
H (-3.110, 3.325, 2.995)
H (-0.656, 3.220, 2.732)
H (2.137, 1.016, 4.690)
H (3.631, 0.069, 4.944)
H (3.712, 1.841, 4.895)
H (5.151, 0.770, 1.603)
H (5.488, 1.701, 3.087)
H (5.397, -0.080, 3.150)
H (-0.916, -1.063, 2.400)
H (-3.342, -0.964, 2.604)
C (-6.070, 2.049, -0.887)
O (-5.104, 2.977, -1.398)
C (-3.859, 2.550, -1.701)
C (-2.933, 3.550, -2.107)
C (-1.600, 3.237, -2.217)
C (-1.107, 1.919, -1.971)
C (0.290, 1.741, -2.030)
C (1.023, 0.541, -1.861)
C (2.270, 0.399, -2.534)
C (3.038, -0.735, -2.416)
C (2.561, -1.796, -1.635)
O (3.332, -2.955, -1.531)
C (3.104, -3.942, -2.499)
C (4.059, -4.105, -3.507)
C (3.809, -5.032, -4.520)
C (2.650, -5.808, -4.492)
C (1.715, -5.644, -3.467)
C (1.926, -4.694, -2.462)
C (1.353, -1.694, -0.943)
C (0.609, -0.530, -1.023)
C (-2.084, 0.895, -1.768)
C (-3.422, 1.202, -1.583)
H (-6.986, 2.643, -0.813)
H (-6.213, 1.211, -1.579)
H (-5.773, 1.685, 0.104)
H (-3.327, 4.557, -2.278)
H (-0.911, 3.999, -2.579)
H (0.864, 2.611, -2.367)
H (2.580, 1.192, -3.216)
H (3.998, -0.849, -2.923)
H (4.948, -3.478, -3.491)
H (4.541, -5.140, -5.323)
H (2.469, -6.545, -5.280)
H (0.806, -6.250, -3.433)
H (1.203, -4.516, -1.666)
H (1.026, -2.538, -0.335)
H (-0.331, -0.455, -0.471)
H (-1.794, -0.148, -1.856)
H (-4.141, 0.412, -1.346)